# C9H15IO

C9H15IO in the gas phase in a non-equilibrium geometry (wB97M-V/def2-TZVPD, the OMol25 dataset).

Output
LUMO in eV: 0.546
HOMO-LUMO gap in eV: 9.609
HOMO in Eh: -0.3330

Geometry (Å):
I1 2.20989 0.81089 -0.91547
O1 -0.96700 1.33630 2.03778
C1 -0.18055 2.88430 0.35662
C2 0.76636 3.77212 0.06936
C3 0.69420 -0.98676 0.97639
C4 1.10194 -2.18297 0.18507
C5 -0.53705 -1.18194 -1.55259
C6 0.08362 1.57762 1.15625
C7 -0.73954 0.06892 -0.78165
C8 -0.00005 -2.48567 -0.84211
C9 0.42356 0.32958 0.15915
H1 1.81310 3.52911 0.37750
H2 0.29661 -0.99676 -2.24345
H3 1.34812 -3.05458 1.01106
H4 -0.84052 0.91164 -1.43242
H5 -0.26125 -1.11910 1.65937
H6 2.10266 -2.04494 -0.42497
H7 -1.73687 0.01095 -0.25433
H8 -1.91444 1.36749 1.55464
H9 0.31306 -3.42509 -1.40989
H10 1.56208 -0.78966 1.79141
H11 0.62988 4.79247 -0.26713
H12 -1.16878 2.75160 -0.11145
H13 -1.43943 -1.41320 -2.27846
H14 -0.95093 -2.90765 -0.40103
H15 0.94899 1.83327 1.77231

Forces on the atoms, in the same order (eV/Å):
I 0.22 0.08 -0.20
O -3.46 -0.38 -1.16
C -0.09 -1.93 -0.51
C 0.66 -0.08 1.24
C 0.88 2.20 3.56
C 1.23 -2.01 0.32
C 0.68 -2.38 -3.59
C 1.15 0.71 -1.93
C -0.93 -0.06 1.16
C -2.07 -1.66 0.94
C -0.68 -0.11 2.34
H -1.03 0.42 0.05
H -0.27 0.43 -0.30
H -0.84 1.79 -2.38
H -0.09 0.43 -0.76
H 1.70 -0.15 -1.56
H -1.86 0.02 1.45
H 1.06 0.04 0.13
H 3.41 -0.05 1.42
H -0.27 1.87 -0.41
H -1.89 -0.09 -1.79
H -0.29 -0.31 -0.71
H 0.07 1.30 0.35
H 1.61 0.30 1.67
H 1.02 0.32 0.56
H 0.08 -0.67 0.10

In the natural (NBO) picture, each atom carries the following charge in e: I 0.10; O -0.70; C -0.21; C -0.38; C -0.48; C -0.43; C -0.41; C 0.04; C -0.49; C -0.42; C -0.07; H 0.20; H 0.21; H 0.22; H 0.23; H 0.24; H 0.22; H 0.20; H 0.47; H 0.23; H 0.22; H 0.21; H 0.19; H 0.22; H 0.19; H 0.19

***

# C6H6Br2N2

2 unconnected molecules or ions with the total composition C6H6Br2N2 in a non-equilibrium geometry (wB97M-V/def2-TZVPD, the OMol25 dataset).

Output
LUMO in eV: 0.540
HOMO-LUMO gap in eV: 9.772
HOMO in Eh: -0.3393

Geometry (Å):
Br1 1.41932 2.15208 -4.04293
Br2 -1.97984 1.04565 -1.95201
N1 0.40350 -0.58339 0.74268
N2 2.46852 -0.76216 1.54832
C1 1.43475 -1.39872 1.08969
C2 -0.74516 -0.83341 0.08742
C3 0.85312 0.72427 1.02490
C4 -1.95169 -0.11432 -0.36020
C5 2.11386 0.55581 1.59029
C6 -1.58271 -1.60701 -0.46961
H1 -2.74217 0.03445 0.36588
H2 1.45501 -2.49210 1.04255
H3 0.28773 1.61561 0.74081
H4 2.91438 1.11849 1.99586
H5 -2.05498 -2.44475 -0.83733
H6 0.19522 1.79974 -4.72868

Forces on the atoms, in the same order (eV/Å):
Br -0.57 -0.17 -0.34
Br 0.02 -0.33 0.65
N 1.39 1.62 0.45
N -0.74 -0.71 0.39
C 0.92 -1.75 0.04
C -0.10 1.05 0.14
C 1.12 0.29 0.73
C 0.41 -1.98 0.26
C -1.09 -0.52 -1.23
C -0.89 1.68 -0.61
H -0.08 0.96 -0.34
H -0.57 0.54 -0.33
H 0.13 -0.62 0.27
H -0.15 1.51 0.06
H -0.38 -1.73 -0.50
H 0.59 0.16 0.35

In the natural (NBO) picture, each atom carries the following charge in e: Br -0.21; Br -0.04; N -0.38; N -0.43; C 0.19; C 0.20; C -0.09; C -0.29; C -0.09; C -0.18; H 0.21; H 0.21; H 0.24; H 0.23; H 0.24; H 0.21

***

# C23H46N2O5

3 unconnected molecules or ions with the total composition C23H46N2O5 in a non-equilibrium geometry (wB97M-V/def2-TZVPD, the OMol25 dataset).

Output
LUMO (alpha / beta) in eV: 0.763 / 0.378
Spin multiplicity: 3
HOMO-LUMO gap (alpha / beta) in eV: 8.803 / 9.501
HOMO (alpha / beta) in Eh: -0.2955 / -0.3353

Geometry (Å):
O1 7.68885 4.04932 -0.32030
O2 -1.90177 -3.57492 0.54805
O3 -0.28992 1.78186 -0.33629
O4 3.78754 4.80015 -0.56456
O5 5.65269 3.53020 -1.14877
N1 0.57562 1.27678 -1.14478
N2 -3.18539 -3.58112 0.63972
C1 2.02312 1.45411 0.84059
C2 -0.09414 0.49945 -2.23639
C3 -4.18910 -4.68674 3.12944
C4 3.60094 6.20139 -0.38710
C5 -2.78827 -1.38848 1.66447
C6 -3.72426 -4.97563 0.62965
C7 -1.35022 1.24779 -2.66081
C8 -3.65098 -2.64323 1.71295
C9 -3.62047 -5.58020 2.03170
C10 1.70543 0.63638 -0.40477
C11 -5.10384 -2.18185 1.49110
C12 -5.17804 -5.01722 0.09993
C13 -3.53081 -3.30992 3.08159
C14 -2.89649 -5.82780 -0.32293
C15 0.71687 -1.62220 -1.08898
C16 5.04431 7.82069 0.96793
C17 1.30222 -0.77276 0.03421
C18 0.79002 0.38343 -3.49258
C19 6.47390 4.09868 -0.23141
C20 3.00105 0.62066 -1.24841
C21 -0.45861 -0.89756 -1.73792
C22 4.62350 4.40376 -1.59449
C23 4.05418 6.66469 1.00135
H1 -3.36567 -6.80827 -0.40680
H2 -2.56684 -5.77494 2.25461
H3 5.04124 8.33478 1.91955
H4 3.58464 -0.28163 -1.06394
H5 1.22291 1.34955 -3.75584
H6 -1.11412 2.27017 -2.95903
H7 -1.79874 0.73793 -3.51240
H8 -2.86167 -5.38040 -1.31627
H9 4.05382 3.82058 -2.30631
H10 0.36889 -2.57281 -0.68155
H11 -1.26903 -0.82340 -1.00658
H12 -3.17094 -0.66310 2.38068
H13 2.53682 6.38211 -0.47375
H14 4.81489 8.53363 0.18763
H15 -1.75084 -1.59220 1.91999
H16 -5.26300 -1.87984 0.45537
H17 -2.47282 -3.41500 3.34071
H18 -5.30890 -1.31845 2.12215
H19 -2.09217 1.28668 -1.86685
H20 2.91688 1.03829 1.30664
H21 1.48686 -1.86440 -1.82819
H22 1.59290 -0.34348 -3.39321
H23 2.17071 -1.26719 0.47222
H24 -5.75910 -5.78351 0.61353
H25 -5.27543 -4.60481 3.03139
H26 -4.12124 -6.54948 2.03208
H27 0.18173 0.05333 -4.33361
H28 3.18605 6.92028 1.59071
H29 4.52149 5.81115 1.47473
H30 -5.84470 -2.93390 1.75364
H31 -5.19060 -5.25074 -0.96439
H32 -3.97295 -2.65041 3.83072
H33 2.22598 2.49466 0.58402
H34 5.98866 4.56109 0.62871
H35 -0.84795 -1.47980 -2.57557
H36 4.08964 6.76533 -1.17345
H37 -2.81333 -0.93367 0.67334
H38 3.63537 1.47333 -1.00297
H39 -4.00374 -5.14438 4.10276
H40 6.05475 7.46685 0.80547
H41 5.08765 5.23419 -2.11939
H42 2.84001 0.68655 -2.31908
H43 -5.71339 -4.08000 0.19900
H44 0.55604 -0.69472 0.83145
H45 -1.87571 -5.96948 0.02486
H46 1.21703 1.42981 1.57101

Forces on the atoms, in the same order (eV/Å):
O -2.12 -0.09 0.10
O -0.03 0.19 -0.48
O 0.17 0.41 -0.17
O 0.19 0.12 -0.03
O 0.34 0.36 0.29
N -0.79 -0.65 0.85
N 0.86 -0.45 0.97
C -0.19 0.19 0.19
C 0.18 0.00 -1.01
C 0.01 0.02 -0.08
C -0.34 -0.01 0.56
C 0.27 0.03 -0.02
C -0.75 -0.40 -0.57
C -0.21 0.13 0.13
C -0.75 0.74 -0.06
C 0.09 0.12 0.41
C 1.02 0.10 -0.05
C -0.04 -0.12 -0.06
C -0.06 0.23 -0.03
C 0.07 -0.34 0.16
C 0.29 -0.02 -0.05
C 0.01 0.00 0.02
C -0.05 -0.18 0.23
C -0.33 -0.30 -0.09
C 0.12 0.00 0.07
C 2.51 -0.40 -0.23
C 0.02 0.13 -0.31
C 0.04 -0.23 0.29
C -0.43 -0.44 -0.20
C 0.27 -0.04 -0.48
H -0.09 -0.02 0.01
H 0.04 0.08 -0.08
H 0.06 0.25 0.20
H -0.03 -0.02 0.08
H 0.00 0.01 0.01
H 0.01 0.01 0.01
H 0.05 -0.06 -0.06
H 0.00 0.03 0.00
H -0.03 -0.29 -0.19
H -0.01 0.00 0.00
H 0.04 0.08 0.01
H -0.09 0.01 0.03
H -0.29 0.05 -0.21
H -0.15 0.27 -0.16
H -0.01 -0.06 -0.07
H 0.01 0.00 -0.02
H 0.03 0.01 -0.10
H 0.11 0.05 0.04
H 0.07 0.04 0.05
H 0.07 -0.05 -0.05
H 0.00 0.06 -0.02
H -0.01 0.02 0.03
H 0.07 0.05 0.01
H 0.04 -0.05 0.01
H 0.00 0.03 -0.03
H -0.02 -0.03 -0.07
H -0.12 0.01 0.03
H -0.24 0.09 0.21
H -0.01 -0.21 0.30
H 0.03 -0.01 -0.01
H 0.08 -0.05 -0.01
H -0.02 0.07 -0.02
H 0.00 0.00 -0.03
H -0.31 0.13 -0.05
H -0.02 0.03 -0.06
H 0.27 0.04 -0.23
H -0.02 0.00 0.01
H -0.04 0.02 0.14
H -0.03 -0.01 0.01
H 0.27 -0.10 -0.17
H 0.02 0.39 0.06
H -0.07 -0.10 0.06
H 0.04 -0.05 0.08
H -0.04 0.10 -0.04
H -0.02 0.07 0.01
H -0.03 0.00 -0.07

In the Löwdin picture, each atom carries the following charge in e: O 0.08; O -0.03; O -0.02; O -0.10; O 0.00; N -0.09; N -0.09; C -0.04; C -0.49; C -0.17; C -0.19; C -0.04; C -0.48; C -0.05; C -0.49; C -0.14; C -0.48; C -0.04; C -0.01; C -0.13; C -0.05; C -0.16; C -0.10; C -0.13; C -0.04; C -0.30; C -0.01; C -0.13; C -0.23; C -0.22; H 0.09; H 0.12; H 0.07; H 0.09; H 0.09; H 0.09; H 0.09; H 0.09; H 0.13; H 0.10; H 0.10; H 0.09; H 0.12; H 0.07; H 0.08; H 0.09; H 0.13; H 0.09; H 0.08; H 0.09; H 0.11; H 0.06; H 0.12; H 0.09; H 0.11; H 0.12; H 0.08; H 0.10; H 0.09; H 0.06; H 0.08; H 0.13; H 0.08; H 0.13; H 0.13; H 0.11; H 0.08; H 0.07; H 0.11; H 0.07; H 0.14; H 0.05; H 0.05; H 0.12; H 0.08; H 0.08

***

The records above yield energy relative to the best compared isomer or geometry (same formula, charge and spin) values of 61.4, 104.5, 0.0 kJ/mol, respectively.